DFT (ωB97M-V/def2-TZVPD) results for a cluster of 2 separate species, C6H16NO in total at a distorted geometry.

Structure (ORCA input):
```
! RIJCOSX wB97M-V def2-TZVPD def2/J DEFGRID3
* xyz 1 1
C 0.132 1.550 -1.127
C -0.342 0.088 -0.896
C 0.113 -0.443 0.489
C 0.120 -2.937 0.965
C -0.494 -1.791 0.718
C -1.991 -1.717 1.027
N -0.851 2.468 -0.477
H 0.026 1.529 -2.215
H 1.188 1.822 -0.902
H -1.402 -0.039 -1.115
H 0.196 -0.499 -1.640
H 1.199 -0.391 0.565
H -0.214 0.226 1.290
H 1.168 -3.102 0.747
H -0.386 -3.793 1.392
H -2.437 -0.728 0.980
H -2.566 -2.368 0.369
H -2.149 -2.143 2.011
H -1.797 2.095 -0.581
H -0.712 2.432 0.539
H -0.806 3.464 -0.698
H 3.536 2.191 -0.497
H 3.140 0.873 0.147
O 2.862 1.500 -0.534
*
```

The energy relative to the best compared isomer or geometry (same formula, charge and spin) comes out at 171.4 kJ/mol. The calculation puts the HOMO-LUMO gap at 8.737 eV.

Mulliken population analysis, charges in e, atoms 1 to 6: number 1, C, carries -0.57; number 2, C, carries -0.67; number 3, C, carries -0.37; number 4, C, carries -0.97; number 5, C, carries 0.61; number 6, C, carries -1.48